1 | ORCA calculation (ωB97M-V with the def2-TZVPD basis set) on C28H36CoN9O4S as an isolated structure.

The frontier orbital gap (alpha / beta) is 0.263 / 0.231 Ha. The HOMO energy (alpha / beta) is -7.089 / -7.801 eV. The value obtained for the LUMO energy (alpha / beta) is 0.07 / -1.52 eV. The multiplicity is 5.

Each line ends with the Mulliken spin population.
Cartesian coordinates (Å):
Co 0.330 0.268 0.708  2.875
C -0.677 -5.103 0.120  0.000
N -1.185 -3.798 0.503  0.002
C -2.342 -3.748 1.374  0.001
C -0.493 -2.646 0.267  0.001
N -0.715 -1.537 0.879  0.007
N 0.487 -2.779 -0.700  -0.002
C 1.286 -1.774 -1.236  -0.003
N 1.707 -2.074 -2.517  0.003
N 1.655 -0.753 -0.569  0.032
H -0.994 -5.835 0.860  0.000
H 0.413 -5.108 0.108  0.000
H -1.050 -5.425 -0.858  0.000
H -2.904 -4.673 1.263  0.000
H -3.002 -2.928 1.088  -0.001
H -2.063 -3.634 2.428  0.000
H -1.402 -1.640 1.613  0.016
H 0.315 -3.527 -1.352  0.000
H 0.914 -2.301 -3.107  0.001
H 2.208 -1.293 -2.924  0.000
H 2.203 -0.115 -1.152  -0.001
C -0.110 2.121 1.486  0.056
H 0.805 2.694 1.676  -0.014
H -0.639 2.082 2.445  0.006
H -0.732 2.706 0.801  -0.014
O -1.182 -1.174 -2.397  0.007
C -1.546 -0.129 -1.841  0.010
O -0.831 0.675 -1.165  0.021
C -3.021 0.239 -1.920  -0.002
C -3.876 -0.462 -2.764  0.001
C -5.222 -0.134 -2.847  0.000
C -5.733 0.898 -2.075  0.000
C -4.862 1.575 -1.238  0.000
C -3.517 1.278 -1.142  0.000
N -5.403 2.676 -0.406  0.000
O -4.642 3.236 0.353  0.000
O -6.581 2.949 -0.526  0.000
H -3.456 -1.270 -3.349  0.000
H -5.876 -0.681 -3.512  0.000
H -6.774 1.180 -2.111  0.000
H -2.859 1.827 -0.486  -0.005
C 3.008 4.203 -4.469  0.000
N 1.782 3.743 -3.873  0.000
C 0.561 4.524 -3.992  0.000
C -0.438 3.703 -3.166  0.000
N 0.442 2.856 -2.381  -0.002
C 1.688 2.841 -2.868  -0.002
S 2.961 1.888 -2.305  0.000
H 3.245 5.217 -4.133  0.000
H 2.919 4.207 -5.557  0.000
H 3.809 3.530 -4.174  0.000
H 0.264 4.625 -5.037  0.000
H 0.711 5.528 -3.580  0.000
H -1.097 3.102 -3.800  0.000
H -1.055 4.329 -2.522  0.000
H 0.060 2.087 -1.813  0.014
C 5.454 1.073 2.761  0.215
C 4.939 0.219 3.735  -0.087
C 3.643 -0.237 3.650  0.192
C 2.818 0.156 2.565  -0.044
C 3.350 1.055 1.603  0.172
C 4.652 1.491 1.701  -0.104
N 1.548 -0.262 2.402  0.553
C 1.010 -1.223 3.278  -0.080
C 1.487 -2.534 3.281  0.043
C 0.849 -3.494 4.052  -0.013
C -0.251 -3.154 4.829  0.026
C -0.716 -1.845 4.831  -0.011
C -0.099 -0.880 4.050  0.053
H 6.475 1.425 2.838  0.012
H 5.559 -0.084 4.569  -0.002
H 3.242 -0.888 4.414  0.010
H 2.730 1.410 0.792  0.068
H 5.042 2.167 0.951  -0.002
H 2.335 -2.790 2.659  -0.004
H 1.217 -4.512 4.047  0.000
H -0.740 -3.906 5.435  0.002
H -1.570 -1.573 5.438  0.000
H -0.467 0.137 4.015  -0.005

2 | ORCA calculation (ωB97M-V with the def2-TZVPD basis set) on C28H36CoN9O4S as an isolated structure.

The frontier orbital gap (alpha / beta) is 0.255 / 0.222 Ha. The HOMO energy (alpha / beta) is -6.989 / -7.131 eV. The value obtained for the LUMO energy (alpha / beta) is -0.06 / -1.08 eV. The multiplicity is 5.

Each line ends with the Mulliken spin population.
Cartesian coordinates (Å):
Co -0.456 0.234 0.250  2.882
C 4.982 -0.790 1.422  0.001
N 3.879 -1.003 0.500  0.001
C 3.901 -2.212 -0.304  0.001
C 2.731 -0.259 0.555  -0.017
N 1.619 -0.547 -0.013  0.044
N 2.869 0.900 1.307  0.003
C 1.968 1.941 1.440  -0.002
N 2.447 2.941 2.258  0.001
N 0.850 1.970 0.829  0.033
H 5.620 -1.670 1.398  0.000
H 4.634 -0.680 2.452  0.000
H 5.600 0.069 1.141  0.000
H 4.931 -2.434 -0.575  0.000
H 3.354 -2.069 -1.232  -0.001
H 3.481 -3.074 0.224  0.000
H 1.666 -1.427 -0.506  -0.006
H 3.760 1.045 1.744  0.000
H 3.099 2.690 2.982  0.000
H 1.774 3.637 2.531  0.000
H 0.293 2.791 1.047  0.000
C -1.724 -1.429 -0.259  0.505
H -2.659 -0.907 -0.480  -0.007
H -1.871 -2.150 0.544  -0.022
H -1.334 -1.913 -1.155  -0.054
O -1.743 1.385 -3.301  0.010
C -0.937 0.548 -2.883  0.008
O -0.250 0.613 -1.816  0.001
C -0.712 -0.687 -3.746  0.015
C -1.395 -0.822 -4.949  0.001
C -1.219 -1.944 -5.748  0.000
C -0.360 -2.955 -5.346  0.001
C 0.310 -2.800 -4.146  0.004
C 0.157 -1.687 -3.344  -0.011
N 1.222 -3.875 -3.705  0.000
O 1.874 -3.687 -2.695  0.000
O 1.270 -4.889 -4.365  0.000
H -2.072 -0.029 -5.236  0.000
H -1.755 -2.038 -6.683  0.000
H -0.207 -3.846 -5.937  0.000
H 0.695 -1.581 -2.415  0.003
C -4.113 3.741 -2.092  -0.001
N -2.679 3.898 -2.095  0.003
C -1.998 4.324 -3.309  0.000
C -0.527 3.985 -3.023  -0.001
N -0.568 3.472 -1.657  0.002
C -1.844 3.277 -1.258  0.009
S -2.298 2.428 0.130  0.043
H -4.416 3.144 -2.955  0.000
H -4.605 4.714 -2.135  0.000
H -4.407 3.225 -1.183  0.002
H -2.159 5.389 -3.488  0.000
H -2.387 3.759 -4.157  0.001
H 0.120 4.860 -3.090  0.000
H -0.161 3.218 -3.705  0.000
H 0.061 2.721 -1.405  0.002
C 2.676 -1.531 4.389  0.008
C 1.992 -0.364 4.714  -0.004
C 0.875 0.015 3.986  0.026
C 0.430 -0.756 2.911  -0.104
C 1.111 -1.930 2.599  0.023
C 2.225 -2.313 3.333  -0.004
N -0.708 -0.341 2.176  0.457
C -1.905 -0.582 2.862  -0.039
C -1.995 -1.566 3.863  0.087
C -3.192 -1.820 4.507  -0.048
C -4.337 -1.106 4.178  0.094
C -4.263 -0.138 3.185  -0.050
C -3.070 0.118 2.534  0.101
H 3.536 -1.841 4.970  0.000
H 2.319 0.240 5.552  0.001
H 0.322 0.912 4.243  -0.002
H 0.739 -2.542 1.787  0.000
H 2.734 -3.238 3.088  0.000
H -1.119 -2.143 4.127  0.005
H -3.231 -2.588 5.270  -0.002
H -5.273 -1.305 4.683  0.006
H -5.144 0.429 2.912  -0.002
H -3.036 0.877 1.771  -0.008

Which of them is most stable, and which least? Most stable: 1; least stable: 2.

1 | ORCA calculation (ωB97M-V with the def2-TZVPD basis set) on a 2-piece molecular cluster, C2H4NOP overall.

The frontier orbital gap (alpha / beta) is 0.260 / 0.260 Ha. The HOMO energy (alpha / beta) is -7.150 / -7.150 eV. The value obtained for the LUMO energy (alpha / beta) is -0.07 / -0.07 eV. The multiplicity is 1.

Each line ends with the natural charge from an NBO analysis.
Cartesian coordinates (Å):
C 0.407 0.324 -0.137  0.458
C -0.176 0.593 -1.275  -0.611
N 0.465 0.058 1.023  -0.700
O -0.835 -1.618 2.492  -1.024
P -2.363 -2.042 2.822  0.461
H -0.185 -0.150 -1.957  0.235
H -0.699 1.548 -1.386  0.253
H 1.256 0.122 1.756  0.421
H -0.550 -0.945 1.859  0.506

2 | ORCA calculation (ωB97M-V with the def2-TZVPD basis set) on a 2-piece molecular cluster, C2H4NOP overall.

The frontier orbital gap (alpha / beta) is 0.289 / 0.289 Ha. The HOMO energy (alpha / beta) is -10.237 / -10.235 eV. The value obtained for the LUMO energy (alpha / beta) is -2.38 / -2.38 eV. The multiplicity is 1.

Each line ends with the natural charge from an NBO analysis.
Cartesian coordinates (Å):
C -1.027 -1.875 0.067  -0.084
C -0.208 0.943 -0.409  -1.110
N -2.086 -2.197 0.307  -0.537
O 2.210 -0.114 0.550  -0.963
P 1.135 -0.217 -0.782  1.349
H 0.027 1.910 -0.162  0.250
H -0.971 0.636 0.368  0.310
H -0.866 1.067 -1.334  0.276
H 1.787 -0.153 1.396  0.509

3 | ORCA calculation (ωB97M-V with the def2-TZVPD basis set) on one molecule with the formula C2H4NOP.

The frontier orbital gap is 0.381 Ha. The HOMO energy is -10.116 eV. The value obtained for the LUMO energy is 0.25 eV. The multiplicity is 1.

Each line ends with the natural charge from an NBO analysis.
Cartesian coordinates (Å):
C 0.443 -1.069 0.355  -0.953
P -0.797 -0.124 -0.609  1.126
O -1.431 0.765 0.594  -0.989
C 0.581 1.205 -1.191  -0.067
N 1.603 1.703 -1.312  -0.366
H 0.681 -0.639 1.404  0.256
H 1.315 -1.173 -0.168  0.249
H -0.097 -1.939 0.538  0.225
H -2.296 1.272 0.390  0.518

Which of them is most stable, and which least? Most stable: 3; least stable: 1.

1 | ORCA calculation (ωB97M-V with the def2-TZVPD basis set) on an isolated ion of composition C5H10NS and charge +1.

Its net charge is +1. The frontier orbital gap is 0.367 Ha. The HOMO energy is -14.138 eV. The value obtained for the LUMO energy is -4.16 eV. The multiplicity is 1.

Each line ends with the natural charge from an NBO analysis.
Cartesian coordinates (Å):
C 0.530 0.498 -0.071  -0.029
C 1.774 0.614 -0.405  -0.357
C -0.677 -0.017 -0.809  -0.389
C -0.020 0.225 1.443  0.058
C -0.548 -0.606 -2.264  -0.616
N 0.416 -0.092 2.705  -0.769
S -1.381 -1.120 0.450  0.363
H 2.425 0.672 0.517  0.242
H 1.968 0.666 -1.457  0.249
H -1.294 0.868 -0.994  0.265
H -0.663 1.099 1.617  0.208
H 0.585 -1.020 -2.224  0.216
H -0.658 0.032 -3.122  0.251
H -1.212 -1.422 -2.463  0.244
H -0.202 0.319 3.425  0.433
H 1.404 -0.490 2.821  0.437
H -2.445 -0.226 0.833  0.195

2 | ORCA calculation (ωB97M-V with the def2-TZVPD basis set) on an isolated ion of composition C5H10NS and charge +1.

Its net charge is +1. The frontier orbital gap (alpha / beta) is 0.291 / 0.291 Ha. The HOMO energy (alpha / beta) is -12.524 / -12.517 eV. The value obtained for the LUMO energy (alpha / beta) is -4.60 / -4.60 eV. The multiplicity is 1.

Each line ends with the natural charge from an NBO analysis.
Cartesian coordinates (Å):
C -0.986 -3.700 -0.318  -0.727
S -1.600 -2.049 -0.847  0.558
C -1.029 -1.125 0.341  -0.261
C -0.673 0.491 0.682  0.054
N 0.461 1.310 0.550  -0.460
C 1.457 1.087 -0.518  -0.430
C -0.149 2.668 0.452  -0.411
H -1.647 -4.150 0.414  0.255
H 0.018 -3.588 0.084  0.247
H -0.955 -4.305 -1.223  0.254
H 0.940 1.259 1.462  0.467
H 1.943 0.124 -0.384  0.239
H 0.959 1.107 -1.485  0.237
H 2.205 1.878 -0.485  0.236
H -0.910 2.780 1.225  0.268
H 0.604 3.442 0.565  0.236
H -0.638 2.770 -0.516  0.238

Which of them is most stable, and which least? Most stable: 1; least stable: 2.